{
  "formula": "C24H55BFN6O8P",
  "method": "ωB97M-V with the def2-TZVPD basis set",
  "gap_ev": 7.70,
  "energy_ev": -63782.4987,
  "max_force_ev_per_a": 1.5,
  "homo_energy_ev": -9.18,
  "charge": 0,
  "symbols": ["C", "N", "C", "B", "O", "C", "C", "C", "O", "C", "F", "C", "P", "N", "O", "C", "O", "H", "H", "H", "H", "H", "H", "H", "H", "H", "H", "H", "C", "C", "C", "O", "C", "N", "H", "H", "H", "H", "H", "H", "H", "H", "H", "H", "H", "C", "C", "C", "O", "C", "N", "H", "H", "H", "H", "H", "H", "H", "H", "H", "H", "H", "C", "C", "C", "O", "C", "N", "H", "H", "H", "H", "H", "H", "H", "H", "H", "H", "H", "C", "C", "C", "O", "C", "N", "H", "H", "H", "H", "H", "H", "H", "H", "H", "H", "H"],
  "xyz": [[-0.01403, 2.67667, -1.00184], [-1.37465, 2.54548, -1.55610], [-2.29290, 1.90452, -0.59092], [-1.86989, 3.73197, -2.14368], [-1.03095, 4.58975, -2.82863], [-3.37643, 4.17579, -1.97654], [-3.69295, 5.37110, -1.45560], [-5.10210, 5.72654, -1.26204], [-5.57100, 6.84628, -1.39522], [-5.95885, 4.55302, -0.95432], [-7.00714, 4.80524, -0.18125], [-5.69757, 3.35632, -1.49365], [-6.68182, 1.85886, -1.18876], [-7.65259, 1.99810, -2.59151], [-5.61493, 0.76257, -1.70309], [-4.49549, 3.29071, -2.34303], [-4.44392, 2.52824, -3.30194], [0.63986, 3.12155, -1.72990], [-0.03328, 3.27047, -0.09504], [0.39181, 1.71214, -0.74589], [-2.83469, 2.61925, 0.01624], [-1.72192, 1.29382, 0.08332], [-2.97784, 1.24354, -1.09521], [-0.74190, 4.23661, -3.66947], [-2.93728, 6.07909, -1.17417], [-8.59419, 1.70584, -2.37176], [-7.69410, 2.95737, -2.90419], [-5.33338, 0.92654, -2.61500], [5.25996, 0.05252, -3.73803], [4.88501, 1.52983, -3.67120], [3.61098, 1.82095, -2.86772], [2.39711, 1.52935, -3.53456], [1.96828, 0.18189, -3.46383], [4.81742, 2.06736, -5.03208], [4.63079, -0.49734, -4.43711], [6.28770, -0.05494, -4.08211], [5.18174, -0.41873, -2.75564], [5.69760, 2.04875, -3.15319], [3.57539, 2.89759, -2.67784], [3.63868, 1.32060, -1.88912], [2.23414, -0.27466, -2.50514], [2.38024, -0.42061, -4.27621], [0.88236, 0.17925, -3.56214], [4.68686, 3.07379, -4.99499], [3.96821, 1.71596, -5.46473], [6.88444, -0.01799, 2.81565], [7.09735, 0.51372, 1.40230], [5.79597, 0.71522, 0.61916], [5.22862, -0.48476, 0.13246], [4.44709, -1.22032, 1.05597], [8.04531, -0.35787, 0.70477], [6.64820, -1.08202, 2.81394], [7.79287, 0.10918, 3.40199], [6.07643, 0.51256, 3.32269], [7.56071, 1.50108, 1.48703], [6.02247, 1.31091, -0.27017], [5.06133, 1.28195, 1.20790], [3.88390, -0.55647, 1.71997], [5.06362, -1.89757, 1.65152], [3.74147, -1.82508, 0.48573], [8.28451, 0.04851, -0.19461], [7.56514, -1.22261, 0.47403], [-0.03706, -2.53912, 4.19282], [0.17138, -1.03204, 4.29949], [-0.39692, -0.24869, 3.11025], [0.38657, -0.31759, 1.93473], [0.19449, -1.47781, 1.14516], [1.59400, -0.75841, 4.51991], [0.65122, -2.99541, 3.48229], [0.14202, -3.00988, 5.15845], [-1.05548, -2.78001, 3.88080], [-0.36963, -0.68653, 5.18528], [-0.42429, 0.81139, 3.37669], [-1.42961, -0.55822, 2.89785], [-0.84155, -1.82449, 1.17129], [0.85373, -2.28636, 1.46859], [0.45427, -1.22670, 0.11566], [1.72599, 0.23114, 4.70659], [2.08078, -0.92060, 3.64326], [-5.74873, -5.34514, 1.61782], [-4.36502, -5.95602, 1.81504], [-3.38907, -5.05064, 2.57674], [-2.85093, -3.98701, 1.81750], [-3.68771, -2.84568, 1.71937], [-3.84199, -6.37696, 0.51344], [-5.74799, -4.58861, 0.83363], [-6.45668, -6.11703, 1.31994], [-6.11483, -4.88581, 2.53779], [-4.48671, -6.85578, 2.42540], [-2.52824, -5.65507, 2.87496], [-3.84672, -4.66360, 3.49721], [-4.26790, -2.68747, 2.63339], [-4.36233, -2.92223, 0.86810], [-3.04736, -1.97773, 1.55898], [-2.97568, -6.89012, 0.64455], [-3.56974, -5.54307, 0.00150]],
  "atomic_forces_ev_per_a": [[-0.25, -0.38, -0.41], [-0.43, 0.78, 1.21], [0.53, -0.22, -0.46], [0.18, -0.34, -0.73], [-0.19, 0.35, -0.06], [0.38, 0.59, 0.30], [0.41, -0.60, -0.34], [-0.64, 1.38, -0.19], [0.53, -0.97, 0.43], [-0.04, -0.63, -0.25], [-0.15, -0.10, -0.11], [-0.41, 0.82, 0.63], [-0.12, -0.42, -0.10], [-0.47, 0.32, 0.40], [0.22, -0.75, 0.46], [-0.10, -0.64, -0.77], [0.25, 0.55, 0.56], [0.22, 0.25, -0.20], [0.09, 0.25, 0.26], [0.07, -0.51, 0.07], [-0.23, 0.24, 0.14], [0.35, -0.36, 0.35], [-0.43, -0.12, -0.21], [0.37, -0.05, -0.14], [0.16, 0.43, -0.10], [-0.22, -0.11, -0.22], [-0.06, 0.04, -0.36], [0.05, 0.09, -0.13], [0.06, -0.04, 0.16], [-0.09, -0.19, -0.18], [0.04, 0.19, 0.19], [-0.01, -0.13, 0.01], [-0.12, 0.08, -0.05], [-0.05, 0.13, 0.08], [-0.09, 0.03, -0.02], [0.01, 0.03, -0.06], [-0.02, 0.01, 0.01], [-0.02, 0.05, 0.04], [-0.02, 0.01, -0.02], [0.03, -0.08, -0.06], [0.06, 0.00, 0.00], [0.09, -0.05, 0.04], [0.00, 0.04, 0.02], [0.08, 0.01, -0.01], [0.03, -0.06, -0.05], [0.02, 0.06, 0.07], [0.02, -0.13, 0.11], [0.08, 0.09, -0.09], [-0.21, -0.03, -0.07], [0.04, -0.04, -0.08], [-0.09, 0.11, -0.12], [-0.01, 0.01, -0.02], [0.04, -0.02, -0.01], [-0.02, -0.01, 0.00], [-0.01, 0.04, -0.02], [-0.02, -0.06, -0.04], [0.00, -0.08, 0.06], [0.02, 0.01, 0.02], [-0.06, 0.04, 0.09], [0.01, 0.05, -0.05], [0.08, 0.04, 0.04], [0.02, -0.06, 0.06], [-0.09, -0.05, 0.09], [0.11, -0.16, -0.09], [-0.07, 0.14, 0.09], [-0.08, 0.00, -0.15], [0.21, 0.05, -0.06], [-0.07, 0.13, -0.04], [0.01, 0.03, -0.04], [0.05, 0.02, 0.03], [0.01, 0.00, -0.04], [-0.03, 0.05, -0.01], [0.04, 0.00, -0.02], [0.02, -0.06, 0.01], [0.00, -0.03, 0.06], [-0.10, -0.10, -0.02], [-0.02, 0.06, 0.02], [0.00, -0.02, 0.09], [0.04, -0.08, 0.00], [-0.06, -0.04, 0.05], [-0.09, 0.12, -0.14], [0.14, -0.22, 0.14], [-0.12, 0.27, 0.06], [0.20, -0.04, -0.10], [0.14, 0.01, 0.12], [0.03, 0.02, 0.00], [0.01, -0.02, -0.04], [0.01, 0.01, 0.00], [0.03, 0.00, 0.04], [0.03, 0.02, -0.03], [-0.07, 0.00, -0.03], [-0.01, -0.04, 0.00], [-0.15, 0.04, -0.01], [0.01, -0.01, 0.02], [-0.05, -0.08, 0.00], [-0.06, 0.01, -0.06]]
}